P.
Formula: C32H51BCdN17OPS
Source: the OMol25 dataset
Level of theory: ωB97M-V with the def2-TZVPD basis set

XYZ file:
```
105
Properties=species:S:1:pos:R:3
Cd -0.157 0.511 -0.243
C 2.473 2.044 1.951
C 2.841 1.846 0.518
C 4.050 2.129 -0.133
C 3.835 1.779 -1.447
N 2.584 1.293 -1.563
N 1.971 1.349 -0.357
B 1.799 1.032 -2.888
N 0.991 -0.306 -2.954
C 1.010 -1.152 -4.007
C 0.000 -2.070 -3.858
C -0.633 -1.714 -2.658
C -1.810 -2.341 -1.993
N -0.026 -0.661 -2.132
N 0.805 2.210 -3.046
C 0.835 3.349 -3.762
C -0.304 4.070 -3.488
C -0.996 3.288 -2.550
C -2.318 3.530 -1.903
N -0.315 2.182 -2.275
N 2.839 0.910 -3.992
C 2.862 1.317 -5.281
C 3.903 0.683 -5.911
C 4.475 -0.137 -4.917
C 5.630 -1.077 -5.037
N 3.826 -0.005 -3.772
H 3.356 1.998 2.588
H 1.999 3.016 2.088
H 1.776 1.272 2.281
H 4.947 2.539 0.298
H 4.490 1.825 -2.298
H 1.741 -1.052 -4.790
H -0.251 -2.878 -4.522
H -2.704 -2.216 -2.605
H -1.657 -3.410 -1.848
H -2.001 -1.873 -1.026
H 1.666 3.594 -4.401
H -0.593 5.019 -3.906
H -2.357 4.502 -1.407
H -3.123 3.505 -2.640
H -2.511 2.744 -1.174
H 2.125 1.994 -5.677
H 4.210 0.791 -6.937
H 6.345 -0.725 -5.779
H 6.144 -1.172 -4.081
H 5.297 -2.069 -5.344
N 2.768 -1.567 -0.818
N 3.029 -2.812 -0.257
C 2.041 -3.579 0.180
N 2.321 -4.838 0.525
S 0.407 -3.055 0.309
H 3.182 -1.479 -1.744
H 3.084 -0.826 -0.205
H 3.980 -3.152 -0.190
H 3.156 -5.303 0.206
H 1.596 -5.397 0.942
N -0.223 3.537 0.845
N -0.832 2.278 1.149
H -0.849 4.301 1.072
H -0.029 3.556 -0.150
H -1.843 2.264 1.037
H -0.618 2.057 2.115
N 4.569 -1.952 8.002
C 3.980 -1.850 7.020
C 3.245 -1.723 5.795
C 3.897 -1.303 4.630
C 3.196 -1.180 3.454
C 1.809 -1.472 3.403
C 1.170 -1.901 4.593
C 1.879 -2.023 5.764
C 1.105 -1.344 2.215
C 0.472 -1.316 1.110
H 4.954 -1.077 4.664
H 3.698 -0.850 2.554
H 0.117 -2.146 4.566
H 1.388 -2.358 6.668
C -2.945 -2.237 2.532
N -3.299 -0.822 2.660
C -2.395 -0.120 3.572
P -3.749 -0.022 1.280
O -2.685 0.263 0.271
N -4.912 -0.971 0.605
C -5.038 -1.136 -0.835
C -6.048 -1.464 1.369
N -4.353 1.407 1.890
C -5.221 1.430 3.066
C -4.769 2.397 0.898
H -1.948 -2.364 2.098
H -3.673 -2.759 1.917
H -2.952 -2.688 3.526
H -1.354 -0.215 3.246
H -2.487 -0.551 4.571
H -2.653 0.935 3.632
H -4.200 -0.663 -1.336
H -5.968 -0.685 -1.193
H -5.052 -2.198 -1.096
H -5.860 -1.369 2.437
H -6.214 -2.522 1.147
H -6.964 -0.919 1.121
H -4.925 0.668 3.781
H -6.270 1.270 2.794
H -5.144 2.407 3.548
H -4.210 2.267 -0.025
H -4.591 3.405 1.279
H -5.837 2.303 0.672
```

Values from the calculation:
Total charge ... +1
<S²> ... 0.791
Multiplicity ... 2
HOMO (spin up / spin down) ... -8.9 / -11.0 eV
LUMO (spin up / spin down) ... -2.1810 / -3.2307 eV


Q.
Formula: C32H51BCdN17OPS
Source: the OMol25 dataset
Level of theory: ωB97M-V with the def2-TZVPD basis set

XYZ file:
```
105
Properties=species:S:1:pos:R:3
Cd -0.134 -0.842 -0.725
C -0.018 2.185 -3.080
C 1.237 1.393 -2.896
C 2.491 1.577 -3.496
C 3.234 0.483 -3.105
N 2.470 -0.287 -2.311
N 1.251 0.278 -2.171
B 2.827 -1.722 -1.779
N 1.813 -2.762 -2.303
C 2.030 -4.059 -2.597
C 0.824 -4.640 -2.914
C -0.118 -3.610 -2.771
C -1.588 -3.640 -3.039
N 0.484 -2.491 -2.384
N 2.751 -1.759 -0.223
C 3.703 -1.930 0.707
C 3.092 -2.141 1.926
C 1.721 -2.101 1.661
C 0.587 -2.384 2.583
N 1.520 -1.866 0.364
N 4.213 -2.037 -2.314
C 4.522 -2.474 -3.562
C 5.863 -2.276 -3.759
C 6.317 -1.677 -2.565
C 7.701 -1.233 -2.219
N 5.319 -1.522 -1.712
H 0.155 3.259 -2.969
H -0.792 1.860 -2.384
H -0.405 2.036 -4.089
H 2.792 2.364 -4.167
H 4.244 0.199 -3.348
H 3.020 -4.481 -2.558
H 0.647 -5.658 -3.216
H -1.967 -4.660 -2.999
H -1.801 -3.241 -4.032
H -2.136 -3.029 -2.322
H 4.739 -1.896 0.421
H 3.571 -2.341 2.869
H 0.855 -2.147 3.613
H 0.326 -3.443 2.537
H -0.295 -1.821 2.293
H 3.771 -2.880 -4.218
H 6.441 -2.537 -4.630
H 8.441 -1.796 -2.785
H 7.894 -1.376 -1.157
H 7.843 -0.175 -2.447
N 0.256 2.807 0.091
N 1.367 3.427 -0.207
C 2.645 2.822 -0.084
N 3.604 3.611 -0.605
S 2.854 1.392 0.653
H -0.567 3.392 0.204
H 0.274 1.952 0.714
H 1.264 4.295 -0.719
H 3.407 4.376 -1.229
H 4.537 3.235 -0.620
N -3.099 -4.011 1.198
N -2.223 -3.063 0.580
H -3.836 -4.306 0.565
H -3.540 -3.560 1.989
H -2.715 -2.384 0.006
H -1.593 -3.586 -0.017
N -9.140 3.122 -3.079
C -8.140 2.629 -2.800
C -6.888 2.019 -2.443
C -6.686 1.563 -1.142
C -5.479 0.986 -0.797
C -4.456 0.857 -1.741
C -4.675 1.308 -3.046
C -5.881 1.886 -3.396
C -3.194 0.280 -1.375
C -2.131 -0.215 -1.054
H -7.479 1.660 -0.413
H -5.320 0.617 0.207
H -3.891 1.195 -3.782
H -6.051 2.233 -4.406
C 1.418 0.856 4.239
N 0.447 1.808 3.702
C 0.737 3.197 4.006
P -0.885 1.192 2.960
O -0.593 0.517 1.655
N -1.557 0.117 4.008
C -2.562 -0.827 3.522
C -1.591 0.321 5.449
N -1.867 2.517 2.670
C -2.465 3.164 3.840
C -2.841 2.395 1.579
H 2.423 1.157 3.941
H 1.234 -0.139 3.836
H 1.377 0.811 5.331
H 1.774 3.412 3.735
H 0.622 3.414 5.073
H 0.088 3.861 3.442
H -2.504 -0.922 2.439
H -3.568 -0.499 3.802
H -2.387 -1.810 3.962
H -0.842 1.049 5.754
H -1.378 -0.622 5.957
H -2.572 0.673 5.782
H -1.795 3.133 4.696
H -3.404 2.677 4.123
H -2.678 4.210 3.615
H -2.439 1.803 0.757
H -3.113 3.392 1.223
H -3.760 1.906 1.920
```

Values from the calculation:
Total charge ... +1
<S²> ... 0.762
Multiplicity ... 2
HOMO (spin up / spin down) ... -10.6 / -10.6 eV
LUMO (spin up / spin down) ... -2.7763 / -5.6466 eV


Energy above the most stable structure, in eV: P 0.000; Q 1.089


P.
Formula: ClFH2Si
Source: the OMol25 dataset
Level of theory: ωB97M-V with the def2-TZVPD basis set

XYZ file:
```
5
Properties=species:S:1:pos:R:3
F 1.370 -1.913 -0.112
Si 1.047 -0.376 0.206
Cl 2.750 0.586 -0.085
H 0.388 -0.644 1.447
H -0.075 1.126 -1.462
```

Values from the calculation:
Multiplicity ... 1
HOMO (spin up / spin down) ... -9.4 / -9.4 eV
LUMO (spin up / spin down) ... -0.8427 / -0.8437 eV


Q.
Formula: ClFH2Si
Source: the OMol25 dataset
Level of theory: ωB97M-V with the def2-TZVPD basis set

XYZ file:
```
5
Properties=species:S:1:pos:R:3
F -1.863 2.148 0.094
Si -1.258 0.888 -0.768
Cl 1.286 -2.375 0.214
H -0.132 0.579 0.100
H 1.967 -1.240 0.361
```

Values from the calculation:
Multiplicity ... 1
HOMO ... -9.2 eV
LUMO ... -0.7189 eV


Energy above the most stable structure, in eV: P 0.360; Q 0.000


P.
Formula: C5H17NO4
Source: the OMol25 dataset
Level of theory: ωB97M-V with the def2-TZVPD basis set

XYZ file:
```
27
Properties=species:S:1:pos:R:3
C -0.127 1.588 -0.540
C -0.467 0.344 0.335
C -1.750 -0.352 -0.136
C -1.962 -1.703 0.562
C -1.549 -2.913 -0.240
N -0.598 -2.748 -1.217
O -1.982 -4.032 -0.030
H 0.876 1.515 -0.936
H -0.131 2.439 0.154
H -0.895 1.835 -1.241
H 0.445 -0.236 0.503
H -0.640 0.685 1.361
H -2.512 0.367 0.133
H -1.670 -0.494 -1.212
H -1.283 -1.723 1.384
H -2.884 -2.002 1.065
H -0.170 -3.606 -1.542
H -0.064 -1.947 -1.496
H 1.987 0.789 -3.870
H 2.635 1.031 -2.556
O 1.994 1.436 -3.154
H 3.708 2.860 0.741
H 2.599 3.891 0.803
O 3.021 3.265 0.203
H 1.006 0.073 3.071
H 0.266 -0.228 4.402
O 0.147 -0.136 3.454
```

Values from the calculation:
SMILES ... CCCCC(N)=O.O.O.O
Multiplicity ... 1
HOMO ... -9.4 eV
LUMO ... 0.2442 eV


Q.
Formula: C5H17NO4
Source: the OMol25 dataset
Level of theory: ωB97M-V with the def2-TZVPD basis set

XYZ file:
```
27
Properties=species:S:1:pos:R:3
C -1.025 1.264 1.118
N 0.063 0.266 0.676
C 1.206 0.338 1.580
C -0.999 -1.468 2.266
C -0.589 -1.057 0.846
C -1.790 -1.343 -0.074
O -2.212 -0.541 -0.858
H -0.843 2.328 0.894
H -1.812 1.136 0.363
H -1.373 1.090 2.119
H 1.046 0.213 2.640
H 1.794 1.236 1.383
H 1.866 -0.486 1.291
H -1.806 -0.926 2.751
H -0.139 -1.427 2.955
H -1.269 -2.528 2.210
H 0.065 -1.862 0.420
H -2.143 -2.395 -0.048
H 3.103 -1.232 -1.171
H 2.643 -1.422 0.177
O 3.348 -0.952 -0.277
H -0.486 0.830 -2.214
H -0.931 -0.022 -3.367
O -0.142 0.178 -2.827
H 0.627 1.985 -1.949
H 1.755 2.760 -1.266
O 1.034 2.858 -1.891
```

Values from the calculation:
SMILES ... C[C@@H](C=O)N(C)C.O.O.O
Multiplicity ... 1
HOMO ... -9.5 eV
LUMO ... 0.5114 eV


R.
Formula: C5H17NO4
Source: the OMol25 dataset
Level of theory: ωB97M-V with the def2-TZVPD basis set

XYZ file:
```
27
Properties=species:S:1:pos:R:3
C -1.228 1.323 -1.342
O -1.006 2.690 -1.738
C -1.945 1.025 -0.013
C -1.166 1.599 1.213
C 0.079 0.735 1.366
C -0.072 -0.296 2.229
N 0.910 -0.997 2.875
H -0.194 0.859 -1.413
H -1.767 0.897 -2.190
H -0.749 3.177 -0.941
H -3.045 1.365 0.021
H -2.099 -0.034 -0.039
H -1.851 1.446 2.035
H -0.804 2.552 0.911
H 1.038 1.075 1.037
H -1.096 -0.654 2.616
H 1.896 -0.901 2.574
H 0.634 -1.918 3.098
H 3.148 0.063 0.548
H 2.437 -1.352 0.236
O 2.652 -0.691 0.894
H 0.709 -2.008 -1.184
H 1.908 -2.301 -2.034
O 1.625 -2.284 -1.121
H -0.311 -1.290 -3.609
H -1.518 -1.897 -2.913
O -0.574 -2.000 -2.972
```

Values from the calculation:
SMILES ... N/C=C/CCCO.O.O.O
Multiplicity ... 1
HOMO ... -7.3 eV
LUMO ... 0.3353 eV


Energy above the most stable structure, in eV: P 0.000; Q 1.673; R 1.373


P.
Formula: C3H8NS
Source: the OMol25 dataset
Level of theory: ωB97M-V with the def2-TZVPD basis set

XYZ file:
```
13
Properties=species:S:1:pos:R:3
C 1.311 -0.635 -0.403
C -1.043 -0.886 0.510
C -0.045 -0.094 -0.288
N 0.011 1.340 0.088
S 2.614 0.298 -0.143
H 1.411 -1.684 -0.644
H -2.050 -0.487 0.400
H -0.771 -0.870 1.566
H -1.050 -1.921 0.191
H -0.655 -0.063 -1.810
H -0.486 1.529 0.966
H -0.339 1.979 -0.631
H 1.092 1.492 0.199
```

Values from the calculation:
Total charge ... +1
Multiplicity ... 1
HOMO (spin up / spin down) ... -14.2 / -14.2 eV
LUMO (spin up / spin down) ... -5.5958 / -5.5962 eV


Q.
Formula: C3H8NS
Source: the OMol25 dataset
Level of theory: ωB97M-V with the def2-TZVPD basis set

XYZ file:
```
13
Properties=species:S:1:pos:R:3
C -0.253 -0.082 -0.383
C -1.798 0.134 -0.054
C 0.983 0.302 0.357
N 2.115 0.764 -0.103
S 0.169 -1.833 -0.083
H -0.238 0.165 -1.554
H -2.326 0.858 -0.610
H -1.970 0.484 0.954
H -2.209 -0.819 -0.269
H 0.827 0.172 1.369
H 2.176 0.925 -1.089
H 2.970 0.637 0.315
H -0.446 -1.707 1.149
```

Values from the calculation:
Total charge ... +1
Multiplicity ... 1
HOMO ... -14.6 eV
LUMO ... -4.6897 eV


Energy above the most stable structure, in eV: P 1.145; Q 0.000